No. 1
C3H6N2O3S | ωB97M-V/def2-TZVPD

For the LUMO energy, the calculation gives 0.261 eV. As for the HOMO energy: -9.721 eV. The energy above the lowest of the compared OMol25 structures with the same formula, charge and spin comes out at 317.4 kJ/mol. The value obtained for the HOMO-LUMO gap is 9.9820 eV.

Each line ends with the Mulliken charge.
Positions of all 15 atoms, in Å:
C: 1.4323 0.5531 0.0707  0.80
C: 1.9945 -0.7518 0.8706  -0.23
C: 2.3492 0.0427 -0.9660  -0.35
N: 2.9093 -0.9019 -0.2742  -0.43
N: -2.4939 1.0374 -0.8482  -0.50
O: 0.8130 1.5099 0.3035  -0.53
O: -2.1972 -0.4985 1.2595  -0.48
O: -0.5570 -0.6079 -0.7267  -0.46
S: -1.9926 -0.5583 -0.4602  0.53
H: 2.4506 -0.8665 1.9328  0.27
H: 1.2688 -1.5792 0.7411  0.15
H: 2.3298 -0.0006 -2.0337  0.36
H: -3.1983 -0.6220 1.3589  0.33
H: -3.2885 1.4612 -0.3800  0.27
H: -1.8201 1.7824 -0.8482  0.28

No. 2
C3H6N2O6 | ωB97M-V/def2-TZVPD

For the LUMO energy (spin up / spin down), the calculation gives -1.069 / -0.647 eV. As for the HOMO energy (spin up / spin down): -9.315 / -9.304 eV. The energy above the lowest of the compared OMol25 structures with the same formula, charge and spin comes out at 181.7 kJ/mol. The value obtained for the HOMO-LUMO gap (spin up / spin down) is 8.2458 / 8.6564 eV.

Each line ends with the Mulliken charge.
Positions of all 17 atoms, in Å:
C: 0.8114 -0.8130 0.2746  -1.08
C: 0.0812 0.6067 0.5575  0.45
C: -1.2370 0.5250 -0.0855  0.18
N: -1.3075 1.0054 -1.3962  0.63
N: -0.8340 3.3028 -1.9070  0.97
O: -0.2523 0.9069 -2.0620  -0.56
O: 0.1033 2.9007 -2.4348  -0.38
O: -2.5901 0.8566 -1.9097  -0.51
O: -1.4948 4.2149 -1.6531  -0.52
O: 0.7664 1.7174 0.2362  -0.59
O: -2.3112 0.1361 0.3878  -0.71
H: 1.8308 -0.5698 -0.1948  0.26
H: 0.3313 -1.4147 -0.4791  0.33
H: 0.8872 -1.3380 1.2765  0.31
H: 0.0180 0.7094 1.7250  0.37
H: 1.1128 1.6616 -0.7881  0.41
H: -3.0748 0.4871 -1.1285  0.43

No. 3
C3H6N2OS | ωB97M-V/def2-TZVPD

For the LUMO energy, the calculation gives -1.118 eV. Its SMILES is [H]/N=C(\N)C(=S)CO. As for the HOMO energy: -8.948 eV. The energy above the lowest of the compared OMol25 structures with the same formula, charge and spin comes out at 256.0 kJ/mol. The value obtained for the HOMO-LUMO gap is 7.8294 eV.

Each line ends with the Mulliken charge.
Positions of all 13 atoms, in Å:
C: 0.2786 -0.6313 -0.4513  0.62
C: -0.8221 -0.0188 0.4081  0.11
C: -0.5272 1.4551 0.8632  -0.41
H: -0.7843 -2.3506 -0.2572  0.17
H: 0.7610 -2.6055 -1.2696  0.24
H: 2.1318 -0.4204 -1.1153  0.19
H: -1.4012 2.0084 1.0580  0.41
H: 0.0519 1.0616 1.8885  0.21
H: 0.9750 1.7506 -0.4668  0.33
N: 0.0485 -1.9774 -0.7747  -0.40
N: 1.3816 0.0442 -0.6743  -0.63
O: 0.1752 2.2827 -0.0682  -0.57
S: -2.2688 -0.5988 0.8596  -0.27

No. 4
C3H6N2OS | ωB97M-V/def2-TZVPD

For the LUMO energy, the calculation gives 0.333 eV. As for the HOMO energy: -8.400 eV. The energy above the lowest of the compared OMol25 structures with the same formula, charge and spin comes out at 352.1 kJ/mol. The value obtained for the HOMO-LUMO gap is 8.7332 eV.

Each line ends with the Mulliken charge.
Positions of all 13 atoms, in Å:
C: 0.0466 -0.6817 -0.6310  0.72
C: -0.0122 1.4684 0.6944  0.27
C: 0.1956 -1.9876 -1.2919  -0.87
N: -1.1428 -0.1065 -0.5896  -0.86
N: -1.1712 0.8984 0.3380  0.15
O: 1.0435 -0.1595 -0.0482  -0.61
S: 0.0994 1.9465 2.3951  -0.26
H: 0.5961 2.1717 -0.0338  0.25
H: 1.0880 -2.5192 -0.8541  0.28
H: 0.4004 -1.7655 -2.3300  0.22
H: -0.6941 -2.6277 -1.2400  0.30
H: -1.7933 0.7626 1.0467  0.23
H: 1.3439 2.6000 2.5443  0.18

No. 5
C3H6N2OS | ωB97M-V/def2-TZVPD

For the LUMO energy, the calculation gives 0.290 eV. As for the HOMO energy: -8.718 eV. The energy above the lowest of the compared OMol25 structures with the same formula, charge and spin comes out at 528.7 kJ/mol. The value obtained for the HOMO-LUMO gap is 9.0088 eV.

Each line ends with the Mulliken charge.
Positions of all 13 atoms, in Å:
C: 0.9406 -0.0704 -0.2035  0.37
C: -1.4560 -0.3470 -0.1757  0.07
C: -2.2138 0.7288 0.2922  -0.74
H: 2.4428 1.1415 0.2287  0.33
H: 2.0887 -1.2997 0.6198  0.29
H: -0.1746 -1.8778 -0.1205  0.31
H: -2.1672 -1.2050 -0.8657  0.13
H: -3.3242 0.7733 -0.0141  0.19
H: -1.9110 1.7060 0.6634  0.31
N: 2.0673 -0.6406 -0.1332  -0.10
N: -0.2286 -0.7566 -0.1563  -0.22
O: 3.1240 0.2810 0.1412  -0.41
S: 0.8119 1.5666 -0.2760  -0.53

No. 6
C3H6N2OS2 | ωB97M-V/def2-TZVPD

For the LUMO energy, the calculation gives -0.039 eV. Its SMILES is CSC(/C=N\S)=N\O. As for the HOMO energy: -8.797 eV. The energy above the lowest of the compared OMol25 structures with the same formula, charge and spin comes out at 350.1 kJ/mol. The value obtained for the HOMO-LUMO gap is 8.7577 eV.

Each line ends with the Mulliken charge.
Positions of all 14 atoms, in Å:
C: -2.5391 0.0682 0.5344  -0.76
C: 0.1204 -0.3294 -0.2974  0.81
C: 1.1593 -1.3559 -0.1628  -0.48
H: -3.4546 -0.4576 0.6096  0.35
H: -2.0647 0.1844 1.4923  0.28
H: -2.6888 1.0505 0.0912  0.25
H: 0.8844 -2.3887 -0.1945  0.40
H: 4.4704 -0.2061 0.0374  0.16
H: -0.0351 2.6099 -0.4793  0.36
N: 2.4483 -1.2105 -0.0957  -0.43
N: 0.5227 0.9173 -0.3069  -0.33
O: -0.5262 1.7848 -0.5104  -0.39
S: -1.5130 -0.9454 -0.6007  -0.11
S: 3.2159 0.2784 -0.1172  -0.09